# 1
{"formula": "C22H39N7O9S", "method": "ωB97M-V/def2-TZVPD", "energy_ev": -63130.545, "total_charge": 1, "spin_multiplicity": 2, "max_force_ev_per_a": 6.5, "homo_lumo_gap_ev": [7.7, 3.0], "homo_energy_ev": [-11.19, -11.19], "symbols": ["O", "C", "N", "C", "H", "H", "H", "H", "H", "O", "C", "N", "C", "H", "H", "H", "H", "H", "O", "C", "N", "C", "H", "H", "H", "H", "H", "O", "C", "N", "C", "H", "H", "H", "H", "H", "O", "C", "N", "C", "H", "H", "H", "H", "H", "N", "C", "C", "C", "C", "C", "H", "H", "H", "H", "H", "N", "C", "C", "C", "C", "C", "H", "H", "H", "H", "H", "C", "C", "O", "S", "O", "O", "O", "H", "H", "H", "H"], "coordinates": [[-1.31543, -6.58867, 21.12333], [-2.10699, -6.56720, 22.02539], [-2.98355, -7.54348, 22.19830], [-2.16420, -5.39119, 22.95030], [-3.14010, -8.16502, 21.41774], [-3.57148, -7.67972, 23.00816], [-2.29411, -4.45221, 22.41219], [-1.20000, -5.22960, 23.43226], [-2.87689, -5.55518, 23.75856], [-8.87951, -0.27562, 18.45003], [-7.87699, 0.25257, 18.77511], [-7.14109, -0.05645, 19.84770], [-7.38920, 1.39229, 17.89206], [-6.39987, 0.56999, 20.12747], [-7.46469, -0.72845, 20.52872], [-6.34727, 1.64484, 18.08883], [-7.92625, 2.22588, 18.34460], [-7.65586, 1.29148, 16.84000], [-4.10271, -5.96343, 27.40057], [-5.24194, -5.56243, 27.14409], [-6.27597, -6.37964, 27.15872], [-5.39196, -4.09888, 26.77042], [-6.28663, -7.36329, 27.38767], [-7.11045, -5.89766, 27.46111], [-5.23448, -3.40376, 27.59511], [-6.42700, -3.96279, 26.45694], [-4.79449, -3.87631, 25.88635], [-8.48032, -5.77232, 16.70730], [-7.84639, -5.18469, 17.63259], [-6.85950, -5.90664, 18.19282], [-8.00088, -3.74321, 18.06998], [-6.77838, -6.88519, 17.95628], [-6.38775, -5.58095, 19.02438], [-8.44748, -3.11567, 17.29872], [-6.96735, -3.42063, 18.19590], [-8.68296, -3.69193, 18.91865], [-8.10251, 2.49472, 21.30452], [-7.56707, 2.55068, 22.33431], [-6.86419, 1.45900, 22.63491], [-7.49872, 3.74082, 23.22205], [-6.83313, 0.74715, 21.91909], [-6.23753, 1.52960, 23.42384], [-8.26867, 3.65587, 23.98890], [-7.75409, 4.67771, 22.72693], [-6.51402, 3.84886, 23.67678], [-5.82000, -4.62978, 20.70883], [-5.81658, -5.43218, 21.80384], [-6.10235, -5.02691, 23.05526], [-6.26760, -3.64927, 23.35066], [-6.07541, -2.70685, 22.25280], [-5.90311, -3.29712, 20.95341], [-5.76755, -6.49263, 21.60524], [-6.12124, -5.82721, 23.78023], [-6.53902, -3.36054, 24.35533], [-6.10872, -1.63677, 22.39496], [-5.99480, -2.73093, 20.03830], [-9.04947, -5.40592, 25.00224], [-10.13625, -4.71968, 25.49687], [-11.44466, -5.01202, 25.30117], [-11.75214, -6.12184, 24.51160], [-10.67639, -6.88257, 23.99254], [-9.31197, -6.52417, 24.31932], [-9.76644, -3.88899, 26.07959], [-12.20184, -4.45204, 25.82985], [-12.78476, -6.42868, 24.43459], [-10.72871, -7.80888, 23.43972], [-8.49263, -7.00859, 23.80899], [-10.75155, 0.54719, 26.01088], [-11.30035, -0.87036, 25.71138], [-10.20426, -1.62225, 25.24722], [-8.80858, -0.84224, 25.38163], [-8.00804, -0.98998, 24.16491], [-8.20655, -0.99975, 26.70192], [-9.55072, 0.60853, 25.29340], [-10.49458, 0.75744, 27.04907], [-11.54088, 1.23368, 25.70462], [-12.08694, -0.97843, 24.96458], [-11.73829, -1.27547, 26.62363]], "mulliken_charge": [-0.619, 0.569, -0.373, -0.636, 0.218, 0.206, 0.199, 0.353, 0.095, -0.605, 0.596, -0.146, -1.109, 0.237, 0.093, 0.341, 0.277, 0.345, -0.645, 0.496, -0.317, -0.303, 0.237, 0.196, 0.384, -0.118, 0.150, -0.197, 0.573, -0.160, -0.781, 0.284, 0.331, 0.465, 0.257, 0.368, -0.560, 0.781, -0.129, -1.147, -0.032, 0.161, 0.250, 0.323, 0.366, -0.422, -0.493, -0.329, 0.103, -1.061, -0.934, 0.345, 0.658, 0.629, 0.516, 0.746, -0.089, -0.128, -0.762, -0.314, -0.597, -0.154, 0.514, 0.407, 0.391, 0.379, 0.379, -0.468, -0.380, -0.246, 0.982, -0.370, -0.592, -0.286, 0.338, 0.333, 0.341, 0.292]}

=====

# 2
{"formula": "C11H9N5O3", "method": "ωB97M-V/def2-TZVPD", "smiles": "COc1ccccc1Nc1nc2nonc2[nH]c1=O", "energy_ev": -25143.871, "total_charge": 0, "max_force_ev_per_a": 2.1, "homo_lumo_gap_ev": 8.2, "homo_energy_ev": -8.49, "symbols": ["C", "O", "C", "C", "C", "C", "C", "C", "N", "C", "N", "C", "N", "O", "N", "C", "N", "C", "O", "H", "H", "H", "H", "H", "H", "H", "H", "H"], "coordinates": [[-0.60229, -2.38355, 1.38267], [-0.55669, -1.01191, 1.06613], [-1.54185, -0.48588, 0.30312], [-2.73802, -1.12826, -0.00368], [-3.73826, -0.46889, -0.69593], [-3.57302, 0.84761, -1.08836], [-2.38017, 1.49154, -0.81851], [-1.35402, 0.83169, -0.15618], [-0.14669, 1.50401, 0.06667], [1.08790, 1.00301, -0.06079], [1.30718, -0.20166, -0.50385], [2.60058, -0.57541, -0.53893], [3.13333, -1.71656, -0.89439], [4.46074, -1.57904, -0.74363], [4.81199, -0.35288, -0.29008], [3.69117, 0.29496, -0.15188], [3.43651, 1.56468, 0.26006], [2.14351, 2.00578, 0.32782], [1.85770, 3.13670, 0.66960], [0.33313, -2.59625, 1.89711], [-0.66160, -2.99653, 0.47982], [-1.44152, -2.61556, 2.04686], [-2.90134, -2.14588, 0.31246], [-4.65845, -0.98798, -0.91655], [-4.36133, 1.36615, -1.61075], [-2.22444, 2.51185, -1.13669], [-0.17559, 2.49687, 0.28297], [4.19156, 2.19138, 0.51491]], "nbo_charge": [-0.253, -0.501, 0.380, -0.300, -0.194, -0.236, -0.194, 0.054, -0.544, 0.366, -0.463, 0.225, -0.089, -0.127, -0.126, 0.231, -0.567, 0.613, -0.582, 0.205, 0.186, 0.176, 0.221, 0.216, 0.218, 0.215, 0.435, 0.436]}

=====

# 3
{"formula": "C32H55BrN7O15", "method": "ωB97M-V/def2-TZVPD", "energy_ev": -145255.362, "total_charge": 1, "max_force_ev_per_a": 1.5, "homo_lumo_gap_ev": 9.6, "homo_energy_ev": -11.69, "symbols": ["C", "C", "C", "C", "O", "N", "C", "N", "C", "N", "C", "C", "O", "C", "C", "O", "C", "C", "C", "C", "C", "Br", "N", "C", "C", "C", "C", "N", "C", "N", "N", "H", "H", "H", "H", "H", "H", "H", "H", "H", "H", "H", "H", "H", "H", "H", "H", "H", "H", "H", "H", "H", "H", "H", "H", "H", "H", "H", "H", "H", "H", "H", "H", "H", "H", "H", "H", "H", "H", "H", "C", "C", "O", "C", "O", "O", "H", "H", "H", "H", "C", "C", "O", "C", "O", "O", "H", "H", "H", "H", "C", "C", "O", "C", "O", "O", "H", "H", "H", "H", "C", "C", "O", "C", "O", "O", "H", "H", "H", "H"], "coordinates": [[-4.09361, 3.66840, -0.47041], [-2.84581, 2.87516, -0.83553], [-1.60701, 3.75590, -1.03117], [-0.30866, 2.97343, -1.10627], [0.46899, 3.03543, 0.13061], [-0.06062, 2.19508, 1.05855], [0.48090, 1.03282, 1.38717], [-0.30770, 0.28093, 2.21258], [0.37007, -0.58598, 3.21416], [-0.63843, -1.49128, 3.75328], [-1.70687, -0.82742, 4.43934], [-1.28556, -0.03577, 5.64747], [-2.83797, -0.97311, 4.10594], [-1.12304, -2.46656, 2.77613], [-0.86918, -3.89123, 3.08307], [-1.65895, -2.02843, 1.79739], [1.63863, -1.24246, 2.63478], [1.89895, -0.84176, 1.17811], [1.11838, -1.68069, 0.14827], [1.99099, -2.63892, -0.65822], [1.39857, -3.03594, -2.01118], [2.33288, -4.23940, 0.43781], [1.67167, 0.60817, 0.94887], [2.85021, 1.49574, 1.16615], [3.88873, 1.48927, 0.05387], [3.37334, 1.78995, -1.36016], [3.98622, 0.89260, -2.44376], [3.08897, -0.24750, -2.76085], [1.99296, 0.13770, -3.60472], [0.79087, -0.03639, -3.28645], [2.37913, 0.74833, -4.84627], [-4.01092, 4.11216, 0.52737], [-4.98762, 3.04306, -0.50752], [-4.24325, 4.47940, -1.18863], [-3.03218, 2.32680, -1.76616], [-2.64085, 2.10727, -0.07180], [-1.72623, 4.32607, -1.95785], [-1.52861, 4.49446, -0.22283], [-0.49803, 1.91546, -1.31442], [0.39367, 3.33853, -1.85426], [-0.93479, 2.47316, 1.49002], [-1.07754, -0.21242, 1.75537], [0.67999, 0.05291, 4.04023], [-0.21368, -0.04459, 5.82783], [-1.64747, 0.99147, 5.55590], [-1.78834, -0.48070, 6.50987], [0.10874, -4.15680, 2.66186], [-0.85340, -4.07322, 4.15612], [-1.61760, -4.51863, 2.59599], [2.48848, -0.92690, 3.24660], [1.61362, -2.33197, 2.70672], [2.96692, -0.99057, 0.99502], [0.60531, -1.02190, -0.55802], [0.35969, -2.27026, 0.66036], [2.98990, -2.21750, -0.77004], [1.37944, -4.11497, -2.15398], [2.00125, -2.61242, -2.81707], [0.37891, -2.65715, -2.11893], [3.31478, 1.14209, 2.09513], [2.47325, 2.50319, 1.34141], [4.42088, 0.53001, 0.06082], [4.62400, 2.24676, 0.34275], [3.58951, 2.83172, -1.61397], [2.28585, 1.68124, -1.38460], [4.21220, 1.48011, -3.33707], [4.92392, 0.45595, -2.09452], [3.64021, -0.93149, -3.27357], [0.77193, -0.49623, -2.37524], [1.99487, 0.19241, -5.60757], [1.93281, 1.65847, -4.93124], [9.21704, 1.50428, -4.34059], [8.06015, 1.00616, -5.19277], [6.93932, 1.21018, -4.31971], [7.25922, 2.17436, -3.42736], [6.48364, 2.69209, -2.68619], [8.57127, 2.46542, -3.49550], [10.00809, 1.99285, -4.90068], [9.63909, 0.71930, -3.71216], [7.91282, 1.60862, -6.08941], [8.12214, -0.04423, -5.45999], [-5.04582, 0.54199, 1.04396], [-4.04600, -0.46620, 0.50157], [-4.64398, -0.84180, -0.74026], [-5.47297, 0.15110, -1.14629], [-5.98354, 0.21820, -2.21471], [-5.62825, 1.06200, -0.15403], [-4.60002, 1.35593, 1.60955], [-5.82435, 0.06743, 1.64214], [-3.07265, -0.01310, 0.28915], [-3.90817, -1.33855, 1.13235], [-7.88539, 3.55593, -2.64878], [-8.61206, 4.65962, -3.40282], [-7.77462, 5.79593, -3.14993], [-6.53313, 5.36336, -2.85632], [-5.56672, 6.05086, -2.75700], [-6.53107, 4.02128, -2.68340], [-7.94371, 2.57824, -3.11729], [-8.20397, 3.48810, -1.60762], [-8.63829, 4.48040, -4.47808], [-9.61390, 4.86491, -3.03863], [-0.02556, -8.04720, 4.29536], [0.03223, -8.21599, 5.80671], [1.07283, -7.29938, 6.17328], [1.18688, -6.36286, 5.21413], [1.83251, -5.36593, 5.29026], [0.44561, -6.70241, 4.13307], [-1.02232, -8.13704, 3.87423], [0.65819, -8.71800, 3.77460], [-0.89092, -7.90165, 6.29497], [0.29968, -9.21519, 6.13553]], "mulliken_charge": [-1.486, 1.172, -1.192, 0.032, -0.297, -0.148, -0.144, -0.137, 0.387, 0.163, 0.792, -1.263, -0.513, 0.541, -1.439, -0.350, -1.899, -0.233, -0.527, 0.248, -1.096, -0.150, 1.022, -1.017, -0.964, 0.733, -1.382, 0.106, -0.100, -0.650, -0.495, 0.357, 0.241, 0.396, 0.329, -0.727, 0.495, 0.251, -0.001, 0.525, 0.405, -0.115, 0.313, 0.347, 0.311, 0.421, 0.213, 0.362, 0.447, 0.554, 0.351, 0.953, -0.386, 0.169, 0.366, 0.466, 0.120, 0.380, 0.209, 0.711, 0.508, 0.430, 0.692, -0.772, 0.434, 0.447, 0.385, 0.249, 0.288, 0.257, -0.334, -0.311, -0.287, 0.646, -0.480, -0.352, 0.299, 0.253, 0.265, 0.287, -0.358, 0.573, -0.420, 0.636, -0.520, -0.386, 0.275, 0.310, -0.434, 0.235, -0.290, -0.343, -0.345, 0.639, -0.533, -0.221, 0.303, 0.239, 0.263, 0.296, -0.293, -0.330, -0.338, 0.669, -0.512, -0.293, 0.290, 0.248, 0.259, 0.302]}

=====

# 4
{"formula": "C16H27F2N3O4PYb", "method": "ωB97M-V/def2-TZVPD", "energy_ev": -75933.595, "total_charge": 1, "max_force_ev_per_a": 2.7, "homo_lumo_gap_ev": 5.6, "homo_energy_ev": -10.46, "symbols": ["C", "C", "C", "C", "N", "P", "C", "C", "C", "C", "N", "C", "C", "C", "C", "O", "C", "C", "N", "C", "O", "F", "C", "O", "F", "O", "H", "H", "H", "H", "H", "H", "H", "H", "H", "H", "H", "H", "H", "H", "H", "H", "H", "H", "H", "H", "H", "H", "H", "H", "H", "H", "H", "Yb"], "coordinates": [[0.31898, 2.55726, 0.55891], [1.68876, 2.70793, 1.22965], [2.88145, 2.63312, 0.26351], [2.97794, 1.27901, -0.50201], [2.27567, 0.26215, 0.25594], [2.00619, -1.33619, -0.50718], [0.97319, -0.55921, -1.88595], [-0.09829, -1.45422, -2.48114], [-1.42195, -1.09450, -1.81329], [-2.34516, -0.32563, -2.74626], [-3.24607, 0.47551, -1.91709], [-4.58321, 0.39787, -1.87857], [-5.04599, 1.29795, -0.95708], [-3.94656, 1.97821, -0.38135], [-2.81246, 1.42876, -1.05111], [2.89354, -2.25941, 0.70453], [2.05583, -3.05809, 1.43905], [0.65671, -2.34179, 1.59384], [0.70445, -1.85614, 3.05124], [-0.41779, -2.33251, 3.77242], [-0.40367, -2.92640, 4.77075], [-1.60984, -2.00136, 3.20052], [0.80636, -0.47452, 3.21944], [1.56942, 0.06744, 3.90203], [-0.06586, 0.37722, 2.52886], [0.59407, -1.35485, 0.65231], [0.21503, 1.52363, 0.19098], [-0.46534, 2.71115, 1.32935], [0.15625, 3.26708, -0.24645], [1.70853, 3.69966, 1.68246], [1.80166, 2.01997, 2.05608], [3.80745, 2.82014, 0.79811], [2.74708, 3.43873, -0.45526], [4.02112, 1.02246, -0.69331], [2.52603, 1.46991, -1.47319], [2.83842, 0.12239, 1.08861], [3.19818, -1.33203, -1.29116], [1.58062, -2.63915, -0.97212], [1.67450, -0.28522, -2.66832], [0.53872, 0.37895, -1.52749], [-0.19316, -1.20572, -3.53656], [0.09706, -2.51636, -2.38914], [-1.17213, -0.50054, -0.93055], [-1.97072, -1.96655, -1.45990], [-2.96074, -1.03204, -3.28708], [-1.80201, 0.31542, -3.43086], [-5.20570, -0.24596, -2.46928], [-6.06713, 1.48423, -0.68495], [-3.91330, 2.75938, 0.37145], [-1.72289, 1.61703, -1.00410], [2.40717, -3.22354, 2.45240], [1.84081, -4.04557, 1.01540], [-0.21662, -2.95466, 1.37714], [-1.87460, 1.20960, 1.13579]], "nbo_charge": [-0.598, -0.390, -0.400, -0.229, -0.984, 1.487, -0.726, -0.416, -0.362, -0.217, -0.273, -0.005, -0.260, -0.363, -0.234, -0.777, -0.084, 0.237, -0.577, 0.958, -0.438, -0.361, 0.983, -0.433, -0.421, -0.834, 0.220, 0.091, 0.249, 0.218, 0.227, 0.225, 0.199, 0.195, 0.183, 0.372, -0.128, -0.173, 0.233, 0.160, 0.201, 0.238, 0.152, 0.219, 0.233, 0.223, 0.250, 0.254, 0.230, 0.214, 0.195, 0.167, 0.181, 1.690]}